1.
A single C5H8 molecule in a non-equilibrium geometry. Source: OMol25; level of theory: ωB97M-V/def2-TZVPD.

Summary:
- E_LUMO (eV) = 0.84
- SMILES = C#CCCC
- energy above the lowest of the compared OMol25 structures with the same formula, charge and spin (eV) = 3.910
- HOMO-LUMO gap (eV) = 10.484

Geometry as XYZ:
```
13
C5H8 (ωB97M-V/def2-TZVPD)
C -2.20983 1.69135 1.28177
C -1.33609 0.86383 1.12478
C -0.25460 0.48224 -0.24080
C 0.36180 -0.67108 0.39894
C 1.36774 -1.01395 -0.92484
H -2.97268 2.38707 1.55021
H -0.90076 0.26423 -1.08845
H 0.38211 1.35725 -0.35307
H -0.29116 -1.53237 0.52676
H 0.99106 -0.44282 1.25676
H 2.32941 -1.21698 -0.45017
H 1.53058 -0.24472 -1.68119
H 1.00242 -1.92406 -1.40068
```

***

2.
2 unconnected molecules or ions with the total composition C6H14O. Source: OMol25; level of theory: ωB97M-V/def2-TZVPD.

Summary:
- E_LUMO (eV) = 0.95
- SMILES = C=CCCCO.C
- energy above the lowest of the compared OMol25 structures with the same formula, charge and spin (eV) = 1.784
- HOMO-LUMO gap (eV) = 10.196

Geometry as XYZ:
```
21
C6H14O (ωB97M-V/def2-TZVPD)
C 1.08174 -0.12035 -2.09348
C 0.66987 -0.81494 -1.03777
C -0.67055 -0.60428 -0.38137
C -0.71784 -0.84883 1.12984
C -2.14488 -0.77461 1.65170
O -2.13411 -1.07049 3.03446
H 0.48741 0.69639 -2.50508
H 2.08294 -0.21906 -2.50749
H 1.34318 -1.54939 -0.59380
H -1.38843 -1.28167 -0.86410
H -1.02016 0.41588 -0.59790
H -0.31748 -1.84181 1.36930
H -0.10401 -0.11943 1.67358
H -2.55741 0.23071 1.46263
H -2.77207 -1.49275 1.09700
H -3.04204 -1.02626 3.35706
C 2.24478 2.09265 -0.84049
H 2.35975 2.33841 -1.90395
H 3.22616 2.01937 -0.37364
H 1.61761 2.84244 -0.35997
H 1.75557 1.12804 -0.71655
```

***

3.
3 unconnected molecules or ions with the total composition C5H7NO in a non-equilibrium geometry. Source: OMol25; level of theory: ωB97M-V/def2-TZVPD.

Summary:
- E_LUMO (eV) = 0.26
- energy above the lowest of the compared OMol25 structures with the same formula, charge and spin (eV) = 5.065
- HOMO-LUMO gap (eV) = 9.909

Geometry as XYZ:
```
14
C5H7NO (ωB97M-V/def2-TZVPD)
N 2.19025 -1.45181 0.71263
C 1.59900 -1.95532 1.59042
O 2.05689 0.63856 -1.12761
C 1.18278 1.41068 -0.80393
C -1.75516 0.54653 0.60095
C -1.69703 -0.37898 -0.58028
C -1.20964 -0.60457 0.82179
H 2.52675 -0.86924 -0.04428
H 0.76839 2.13006 -1.53261
H 0.75127 1.43351 0.21189
H -2.09461 1.50069 0.97426
H -0.98021 -0.20724 -1.39250
H -2.60525 -0.88446 -0.91859
H -0.73343 -1.30842 1.48786
```